Molecular formula: C19H21BrN2O4PPd
Method: DFT, ωB97M-V/def2-TZVPD

Computed properties:
- HOMO energy (eV) = -10.59
- ΔE to the lowest compared entry with this formula, charge and spin (kJ/mol) = 119.81
- total charge = +1
- frontier orbital gap (eV) = 7.43
- E_tot (Ha) = -4190.1764
- spin multiplicity = 1

Geometry (Å):
Pd -0.19468 -0.73069 -0.49853
Br -0.45320 -3.26601 -0.98333
P 0.26948 0.06953 3.15347
O -2.10844 0.08634 -1.63066
O -1.26541 1.36498 -0.01895
O 0.31113 -0.60885 1.82555
O 1.07870 1.27486 3.48579
N -1.73509 1.61355 2.45711
N 2.27202 -1.46176 3.64313
C 3.76245 -3.37523 -2.95082
C 1.66405 -1.06253 -0.90326
C 2.07403 -2.20584 -1.63792
C 4.26082 -1.16018 -1.92151
C -1.46866 0.50472 3.44774
C -2.07497 1.16903 -1.00882
C 2.53789 -0.05437 -0.63076
C 1.59825 -4.39588 -2.59510
C 3.85533 -0.10207 -1.16186
C 1.23463 -3.31792 -1.86225
C -2.98390 2.29180 -1.39470
C 0.89000 -1.25425 4.24970
C -4.94839 3.06355 -2.54483
C -2.71782 3.58981 -0.96976
C 2.89797 -4.40806 -3.16361
C -4.09191 2.03010 -2.19210
C -4.68607 4.35989 -2.11646
C 3.38009 -2.24745 -2.17428
C -3.56618 4.62662 -1.33682
H -2.67417 1.98397 2.56078
H 0.92215 -5.23019 -2.73599
H 0.35463 -2.19532 4.15021
H 2.80931 -2.17373 4.12771
H -1.64927 0.91889 4.43669
H 3.19913 -5.25564 -3.76671
H 4.75949 -3.39908 -3.37909
H -2.16447 -0.30021 3.22893
H -4.26494 1.01712 -2.53439
H -1.83832 3.77441 -0.36224
H 1.02374 -0.97069 5.29019
H 2.78484 -0.58194 3.66291
H -5.35256 5.16620 -2.39937
H 2.16393 -1.71873 2.65577
H 2.20999 0.81112 -0.06768
H -1.62361 1.34902 1.42913
H 4.53223 0.72189 -0.96870
H 5.26193 -1.18715 -2.33799
H -3.35573 5.64124 -1.01849
H -5.81802 2.86274 -3.15797
H -1.07240 2.37238 2.62014

Atom charges from the Löwdin analysis, given in e for atoms 1 to 6: atom 1 (Pd): 0.72, atom 2 (Br): 0.91, atom 3 (P): 0.35, atom 4 (O): -0.04, atom 5 (O): -0.15, atom 6 (O): -0.38



Molecular formula: C26H43MnN8OS2Si
Method: DFT, ωB97M-V/def2-TZVPD

Computed properties:
- HOMO energy (alpha / beta) (eV) = -3.15 / -4.30
- ΔE to the lowest compared entry with this formula, charge and spin (kJ/mol) = 100.06
- total charge = -1
- frontier orbital gap (alpha / beta) (eV) = 5.63 / 6.72
- E_tot (Ha) = -3766.8028
- spin multiplicity = 6
- ⟨S²⟩ = 8.759

Geometry (Å):
Mn 1.04154 0.53118 -0.85777
S 3.02814 -0.21612 -2.14547
S 0.24244 -2.22402 0.44523
Si 0.14554 3.56068 -2.91507
O -0.87876 0.29988 -0.64407
N -1.53926 -2.54382 2.36083
N 5.20884 -1.34192 -1.27057
N -2.14776 -1.01162 0.79903
N 3.78754 -0.62442 0.41713
N 0.66504 -2.22432 -3.19197
N 0.56804 1.42878 1.37193
N 0.07404 -0.95942 -2.85547
N 2.61174 -0.03832 0.73463
C -5.51096 1.81048 -1.54327
C -1.96926 -0.06982 -0.12327
C -4.29796 2.00778 -2.18647
C -4.43746 0.38048 0.06163
C -1.20886 -1.84512 1.22883
C -5.57306 1.00218 -0.41657
C -0.49736 2.16768 1.61463
C -3.15346 1.41578 -1.69757
C 2.26214 -0.07312 2.01143
C -2.92946 -2.61892 2.75373
C 1.15984 2.59448 -1.66327
C 1.08694 0.65288 2.36763
C -3.20936 0.59118 -0.57027
C -1.15676 2.20728 2.83123
C -0.66996 1.38548 3.85123
C -0.28806 -4.68592 2.77373
C -3.72876 -3.52532 1.81633
C 6.25794 -2.49222 0.63383
C 6.40124 -1.43652 -0.45847
C -1.30786 4.51798 -2.09877
C 1.14084 4.96788 -3.78937
C 0.45324 0.62578 3.63323
C -0.51726 2.55658 -4.41107
C 3.05094 -0.90952 2.98103
C 4.05584 -0.73882 -0.84497
C -0.54366 -3.22512 3.14823
H -0.92876 5.22488 -1.36487
H 0.39244 -2.67222 3.03863
H -3.35636 -1.61212 2.72263
H 5.33714 -1.20732 -2.26307
H 1.11924 3.13748 -0.70427
H 7.18394 -2.56862 1.19853
H -2.19346 1.57538 -2.16697
H 0.51854 5.52968 -4.48207
H -2.01786 2.84438 2.96983
H -3.71096 -3.10642 0.81443
H 7.22804 -1.69122 -1.12927
H -2.97806 -3.00032 3.77793
H 2.44424 -1.21412 3.82823
H 0.03104 -0.39822 -3.70397
H 0.30264 2.01448 -4.87077
H 6.62524 -0.47102 0.01863
H 0.83424 0.00528 4.43323
H 1.22514 -2.51742 -2.39387
H 2.21274 2.61488 -1.99457
H 3.93224 -0.37612 3.34293
H -1.17796 1.36498 4.80803
H 6.02444 -3.46162 0.20453
H -0.83316 2.77508 0.78323
H -3.28906 -4.51922 1.78623
H -4.76326 -3.60092 2.14323
H -6.52286 0.87278 0.08883
H -6.40666 2.28468 -1.92197
H -0.95766 3.19548 -5.17287
H -1.20616 -5.26752 2.80303
H -0.87456 -1.06992 -2.48917
H -0.05616 -2.92972 -3.34167
H 1.96984 4.56058 -4.35907
H 0.42294 -5.11702 3.47653
H -4.24976 2.63048 -3.06867
H 3.39394 -1.79692 2.45033
H -4.47746 -0.26892 0.92453
H 1.55454 5.67648 -3.07817
H 5.44864 -2.20132 1.29393
H -1.99446 3.86268 -1.57527
H -0.85686 -3.17372 4.19813
H -1.89036 5.08028 -2.82477
H -1.26676 1.82728 -4.12667
H 0.13124 -4.73542 1.77443

Atom charges from the Löwdin analysis, given in e for atoms 1 to 6: atom 1 (Mn): 0.53, atom 2 (S): 0.62, atom 3 (S): 0.73, atom 4 (Si): 0.44, atom 5 (O): -0.20, atom 6 (N): -0.15



Molecular formula: F6H28O14P
Method: DFT, ωB97M-V/def2-TZVPD

Computed properties:
- HOMO energy (eV) = -5.89
- ΔE to the lowest compared entry with this formula, charge and spin (kJ/mol) = 3420.62
- total charge = -1
- frontier orbital gap (eV) = 8.59
- E_tot (Ha) = -2009.7926
- spin multiplicity = 1

Geometry (Å):
P -22.99536 -10.18134 -19.85195
F -23.11519 -11.82341 -19.73638
F -24.22223 -10.07394 -20.87965
F -21.68126 -10.21483 -18.81750
F -22.05651 -10.30575 -21.13943
F -22.90988 -8.57542 -19.87584
F -23.81874 -9.94398 -18.46794
O -24.21966 -13.67013 -19.67994
O -24.21065 -7.92020 -18.57485
O -23.05356 -10.69375 -22.89126
O -21.66649 -12.26290 -21.31032
O -20.38306 -10.95242 -20.40118
O -21.40662 -11.91631 -17.44631
O -25.19826 -8.12338 -20.43571
O -24.41698 -12.24994 -17.93021
O -23.80217 -12.15009 -21.48734
O -22.54168 -8.46258 -17.33584
O -24.60581 -9.38556 -22.41683
O -25.13690 -9.88973 -16.85428
O -21.13289 -8.35097 -22.57976
O -25.56769 -11.60248 -19.57088
H -24.24447 -13.33997 -18.78183
H -21.43701 -8.99188 -21.93712
H -25.01844 -11.92965 -18.60244
H -23.81850 -11.51906 -17.77573
H -23.57214 -11.46454 -20.86016
H -24.71375 -7.33543 -20.68190
H -24.46723 -12.91874 -20.21878
H -19.56486 -10.92782 -19.90504
H -25.86485 -9.39468 -17.23011
H -21.93062 -7.91617 -22.88111
H -24.76221 -8.83125 -20.91007
H -21.35636 -13.03818 -20.84234
H -25.33045 -10.00840 -22.47321
H -20.95541 -11.17731 -17.03825
H -21.59883 -11.61878 -18.33556
H -25.01176 -7.81081 -19.08718
H -21.60179 -11.55427 -20.67010
H -23.72053 -8.59959 -19.03792
H -23.29670 -8.67584 -17.88420
H -22.77341 -8.79493 -16.46862
H -22.96109 -12.51116 -21.76741
H -20.95302 -10.32584 -19.95532
H -23.22308 -11.58109 -23.20768
H -26.20894 -12.07981 -20.09737
H -23.83499 -9.89001 -22.67683
H -24.56727 -10.08167 -17.59920
H -25.23377 -10.92336 -20.15700
H -22.71072 -10.81605 -22.00597

Atom charges from the Löwdin analysis, given in e for atoms 1 to 6: atom 1 (P): 0.53, atom 2 (F): -0.15, atom 3 (F): -0.23, atom 4 (F): -0.12, atom 5 (F): -0.16, atom 6 (F): 0.02



Molecular formula: H20O10
Method: DFT, ωB97M-V/def2-TZVPD

Computed properties:
- SMILES = O.O.O.O.O.O.O.O.O.O
- HOMO energy (eV) = -10.40
- ΔE to the lowest compared entry with this formula, charge and spin (kJ/mol) = 217.07
- total charge = 0
- frontier orbital gap (eV) = 10.24
- E_tot (Ha) = -764.3992
- spin multiplicity = 1

Geometry (Å):
O 3.19914 -0.32128 2.02130
O -2.61948 -1.38999 -0.74306
O -0.09222 2.13790 2.91078
O 1.99429 1.90750 0.54269
O -0.24328 -3.17274 -2.08358
O 2.48122 -1.67202 -0.72641
O -1.88042 2.23913 -1.57778
O -3.48732 0.23827 -2.95115
O 0.36237 -0.68245 2.05092
O -0.15038 0.03768 -0.60211
H -0.01578 1.24576 2.54427
H 0.14320 2.04268 3.83828
H -3.12693 -0.29484 -2.22142
H 0.20724 -3.22763 -2.93220
H -2.51878 2.23732 -0.85241
H 0.33974 0.39250 0.15682
H 1.69619 -1.22270 -0.38696
H 0.89077 -1.25121 2.62550
H 1.40036 2.59779 0.86528
H -1.43788 3.09457 -1.52245
H -1.68503 -1.28453 -0.50957
H 2.57896 0.24073 1.53459
H -3.01094 1.07394 -2.88781
H 3.74098 -0.72680 1.33520
H -0.22604 -2.23157 -1.87736
H 2.61054 -2.42237 -0.13719
H 2.86363 2.18006 0.86052
H -3.11156 -1.27428 0.07615
H -0.24075 -1.28257 1.59651
H -0.66183 0.79114 -0.94736

Atom charges from the Löwdin analysis, given in e for atoms 1 to 6: atom 1 (O): -0.07, atom 2 (O): -0.05, atom 3 (O): -0.06, atom 4 (O): -0.05, atom 5 (O): -0.06, atom 6 (O): -0.05